[1]
128
Properties=species:S:1:pos:R:3 method="wB97M-V/def2-TZVPD" multiplicity=1 energy_ev=-150825.84147 charge=+2 relative_energy_kj_mol=23.3 lumo_energy_ev=-4.84 homo_lumo_gap_ha=0.28055
N 0.71434 3.52994 -2.78952
N -1.43939 -3.12295 1.85556
C 4.71284 0.31769 0.85944
H -0.55591 2.80129 -4.28051
C 7.12375 -0.43770 -2.57442
C -3.88333 -0.86874 0.83619
H -5.89429 -3.00559 4.93268
C -2.36558 1.55331 -0.69204
C 0.70110 4.92287 -3.24108
H 0.30283 1.54998 -3.35342
C 0.39030 2.53219 -3.80831
H 3.00147 -1.24063 -1.51388
H -3.60872 1.23562 3.36871
C -3.10094 -2.34678 6.86879
H -5.66386 -3.29234 6.64427
C -3.81609 -2.88116 5.62205
H -4.12332 -4.90175 6.31030
H 1.41449 -2.82325 -5.59632
C -3.56760 -4.39551 5.52080
H -2.47947 -1.47370 -5.50127
C 1.91907 2.14693 2.22672
H -4.44061 -1.60840 -3.95233
C -3.44057 0.19517 3.08002
H -0.80643 -3.06376 -0.14000
H 5.26667 -1.43200 -3.00145
H 1.87916 3.75365 3.63065
N 2.56895 1.27479 1.47279
H 1.16607 2.51404 -4.57537
H -2.52003 -4.66563 5.66347
H 6.54875 2.97108 2.99696
C -4.14239 -0.56485 -3.84351
C -4.34547 -0.12392 1.91283
C 0.40573 2.05475 2.20257
H -2.86713 -1.23384 0.84375
H -3.13739 -0.19193 5.17363
H -3.30372 -1.28979 7.04605
H -2.01965 -2.49066 6.82165
H 7.72635 -1.32070 -2.73983
C 0.95390 3.16777 -1.53620
H -4.73663 -0.56415 4.58948
Cl -7.02451 -1.11115 -1.60265
H 6.63951 -0.45539 0.43533
H 0.86491 4.92923 -4.31553
H -4.65351 -0.16420 -2.97599
H 4.20729 -0.42008 0.26271
C 2.32142 -3.88362 0.68724
H -3.35213 1.87209 -3.87403
C -1.97398 -1.45821 -4.53734
C -3.67677 -0.65405 4.34411
H -3.90127 -4.78891 4.56197
H -3.45257 -2.89375 7.74481
H 1.49984 5.49645 -2.78008
H -6.06101 0.89811 2.70507
H 1.50908 -4.32862 1.25045
C 6.97270 1.91219 -2.04218
C 3.01558 -0.20997 -4.19597
H 4.27238 1.20068 -5.23324
H -4.52181 1.99034 -2.54221
C -1.80348 -2.39602 4.17772
C -6.49988 0.01611 0.80805
N -2.65512 1.10548 -2.04098
H 4.39598 3.90749 3.68967
C 5.59221 1.85296 -2.17212
H 7.83736 1.25151 1.78180
C 2.03218 -1.93821 -5.51888
C 2.64980 -1.41825 -6.64563
H -0.94488 -1.14000 -4.68168
O -0.26302 2.58443 3.05840
C -0.48403 -1.22471 2.39541
H 2.22051 4.19385 -0.17765
H -1.93541 0.75415 -0.10750
O 1.00614 1.95393 -1.22581
H 7.45171 2.84820 -1.78863
N -0.19215 -1.41736 1.11104
Sc 0.99053 0.18028 -0.07025
S -0.63871 -0.71587 -2.03253
N -1.24759 -2.21532 2.83583
Cl 2.82613 -2.39034 1.50354
H -1.97907 -2.46691 -4.11795
C -4.69462 -1.18758 -0.23766
C -3.32859 -2.15674 4.30855
C 6.04774 2.22769 2.38952
H -4.84755 -2.58535 3.15811
N 2.60984 -0.30004 -1.49512
C -5.32619 -2.68020 5.80800
H -0.20138 -0.38308 3.00361
C 3.88118 3.17393 3.08114
C 2.52129 3.10749 3.04949
C -3.46554 2.04701 -2.80854
C -0.81194 -2.60734 0.83360
C 3.94696 1.28695 1.54252
N -2.68463 -0.51986 -3.67477
H -1.68305 2.40635 -0.69305
C 3.44929 -0.28413 -6.54656
H 3.17990 -4.54068 0.62797
H -5.59505 -1.65091 6.04240
C 4.99634 0.64628 -2.50799
H 2.51258 -1.89654 -7.60616
O -0.03144 1.32357 1.22552
H 0.57950 3.91119 0.39470
C 2.20691 -1.32881 -4.28152
C -2.09986 0.01457 -2.58588
H -0.25790 5.39939 -3.03462
C 3.63573 0.32737 -5.31875
H -7.52380 0.36327 0.78675
H -3.11405 3.05402 -2.57708
Cl 1.74805 -3.55738 -0.95625
S 3.22003 0.64142 -2.63447
H -2.40318 0.15989 2.75530
H 4.98336 2.73568 -2.01546
C 6.07529 0.30701 0.95700
O -3.90250 -2.77622 3.17041
H 8.80974 0.81717 -2.14931
H -1.56104 -3.41284 4.46929
C 4.63401 2.24575 2.33142
C 7.73276 0.76985 -2.24267
H 3.93329 0.11836 -7.42599
C 1.16899 4.20278 -0.47297
C 5.74836 -0.50396 -2.71410
H -1.26541 -1.71135 4.83013
C -5.66975 0.30829 1.88340
H -4.45784 -0.02202 -4.73503
H -4.32570 -1.81461 -1.03948
H 0.88765 5.20861 -0.76446
H 1.70703 -1.71216 -3.40228
H -3.30204 1.84625 -0.21451
C -6.00219 -0.73123 -0.24847
C 6.75780 1.27511 1.72021


[2]
122
Properties=species:S:1:pos:R:3 method="wB97M-V/def2-TZVPD" multiplicity=1 energy_ev=-79290.98772 charge=-2 relative_energy_kj_mol=93.8 lumo_energy_ev=3.64 homo_lumo_gap_ha=0.23405
C -0.54215 4.21766 -5.41316
C -1.11889 4.59828 -3.01019
H 3.11552 -1.86872 2.93380
H -3.86008 3.12510 -1.10108
H 1.99655 4.57010 -4.49441
H -3.26291 -3.12477 1.71354
C -3.58652 2.30158 1.47233
C 0.06930 -4.66340 -3.58212
C 0.08632 -2.47383 1.55591
H -2.06979 4.07104 -3.12126
O 4.36601 -3.03792 -5.26960
H 3.72903 0.77414 -3.00531
C 3.01458 1.68649 0.96740
H -2.22407 -4.75990 -2.45992
H 4.03277 2.26500 3.47649
H 2.75055 -2.83984 1.49442
C -1.93908 -0.61371 -3.39694
H -0.14750 -0.35368 7.41989
C -2.32995 -1.78838 -1.18467
C 0.69378 -1.53673 3.73036
H -1.29267 5.66339 -3.20291
H -2.92342 -0.24718 4.95219
O 0.59046 -1.43538 -2.56718
C 2.91444 -0.83969 -0.21295
H 3.17177 2.39727 -1.05835
C 3.10846 3.04806 1.65748
N 3.98188 -3.43624 -4.16764
H -4.11261 3.15143 1.92198
C -3.41873 -0.65468 0.61706
H -5.35296 3.50208 -0.23190
H -6.33997 2.03685 1.38582
O 4.74903 -4.02168 -3.38472
H -2.67932 -0.23693 -4.10626
H 3.06670 -0.85946 -2.85151
H 0.92785 -1.42587 6.50856
C -4.77079 2.69120 -0.67968
H -5.60772 0.49022 1.84092
C -1.26034 -2.47570 2.00962
H -1.94305 -1.99409 7.36545
C 2.58949 -5.16842 -1.06552
H 1.49023 -1.16668 4.36858
H -6.38552 0.65953 0.26335
H 1.53205 2.59927 3.09917
H -2.57505 -2.62928 5.83471
H 2.86704 -5.11614 -0.00770
C 3.02163 0.27885 -1.02615
C -1.56932 -2.02952 3.28833
H -2.34669 0.35911 6.51505
H -0.79288 4.47866 -1.97307
C 2.82201 0.53985 1.73315
C -0.05452 4.03871 -3.96855
H -3.47790 -4.05118 -1.40649
C -1.67161 -2.28551 6.34375
C -2.73963 -1.76801 0.14655
C 1.59145 0.68625 -2.98453
N -0.50526 -5.23737 -4.40933
C 0.17579 2.55800 -3.66581
H -3.36724 1.25844 -2.15784
H -2.64687 2.66021 1.04391
H -1.58460 0.90276 5.00325
H -1.61667 -1.60469 -3.71222
H -2.14241 -3.78825 0.53314
H 4.77782 -2.65569 0.26653
H -5.35614 2.26010 -1.49622
C 1.04889 -1.97670 2.45909
C -4.45047 1.64300 0.38694
C -0.61707 -1.54956 4.18837
C -3.23124 0.40715 -1.49895
Y 1.09603 -3.47700 -1.94017
C 4.42886 -2.50856 -0.75880
H -3.33898 1.58997 2.26419
H 2.29571 2.65903 -3.32696
H 4.34304 3.99001 0.12870
H 0.99540 5.92534 -3.95136
H -0.28389 -4.37348 0.12704
C 1.77081 3.35600 2.34815
O -1.75112 -2.93073 -1.69836
H 5.18542 2.77736 2.23983
H -1.87665 2.00716 -4.00900
H 0.65278 0.23436 5.95308
C -0.75159 0.32089 -3.37813
H -1.48187 3.68456 -5.57834
C 2.76231 -0.72278 1.16571
H -0.97775 -3.12885 6.39299
H 0.19514 3.81974 -6.11532
H -0.00271 -5.90400 0.00213
O -0.61088 -5.21099 -0.28474
H 0.95947 3.36536 1.61597
C -3.69653 0.44471 -0.19208
H -3.23901 -3.42693 -3.06068
H 2.68782 0.61537 2.81025
I 1.95692 -7.26843 -1.22729
H -3.70693 -0.64756 1.66573
C -5.77488 1.17711 1.00833
H 5.03263 -1.73595 -1.24026
H 1.61726 4.75715 -2.77373
O 0.45379 -2.91654 0.37912
C -2.39334 -2.89371 1.09504
H 3.52368 5.11675 1.22403
H 1.80754 4.33350 2.84125
H -0.70530 5.27814 -5.64033
C 0.49205 -0.18973 -2.94935
H 3.52619 -5.22155 -1.62396
C -0.89128 1.65996 -3.70299
H 4.50745 -3.42342 -1.33494
C -2.53683 -0.68892 -2.00898
H 4.31540 3.99243 3.20181
C 2.49627 -1.92916 2.03588
C 2.94445 0.17563 -2.53734
C -2.03203 0.04502 5.51292
C 1.21846 4.86704 -3.78599
C -2.73732 -3.84696 -2.18498
O 3.04958 -2.11300 -0.74840
C 3.41460 4.17667 0.67455
H -2.61632 -2.06170 3.58593
C 3.08907 1.53014 -0.41187
C -1.02525 -1.11038 5.59574
C 1.41414 2.02576 -3.32183
C 4.22725 3.01728 2.70907
C 0.17746 -0.63652 6.41392
O 2.81766 -3.08621 -3.77528
H 2.60808 4.30553 -0.05286